# 1
The following is a DFT calculation (wB97M-V/def2-TZVPD) of a gas-phase ion, C4H11N2O (charge +1) at a distorted geometry.

## Properties
Max |F| ... 6.17 eV/Å
SMILES ... NCC[C@H]([NH3+])C=O
ΔE to the lowest compared entry with this formula, charge and spin ... 311.7 kJ/mol
Net charge ... +1
HOMO-LUMO gap ... 9.7 eV
DFT total energy ... -9345.626 eV

Geometry (Å):
N1 1.902 0.891 -0.031
C1 0.629 1.509 -0.387
C2 -0.561 0.631 -0.681
C3 -0.854 -0.495 0.386
N2 0.408 -1.329 0.873
C4 -1.913 -1.319 -0.156
O1 -2.249 -2.301 0.528
H1 2.569 1.653 0.350
H2 2.408 0.432 -0.854
H3 0.328 2.351 0.265
H4 0.865 1.881 -1.468
H5 -1.420 1.230 -0.786
H6 -0.352 0.032 -1.584
H7 -1.088 -0.012 1.419
H8 1.217 -0.700 0.532
H9 0.499 -2.209 0.531
H10 0.333 -1.402 1.870
H11 -2.719 -0.840 -0.808

***

# 2
The following is a DFT calculation (wB97M-V/def2-TZVPD) of 2 unconnected molecules or ions with the total composition C4H11N2O at a distorted geometry.

## Properties
Max |F| ... 3.20 eV/Å
ΔE to the lowest compared entry with this formula, charge and spin ... 237.3 kJ/mol
Net charge ... +1
HOMO-LUMO gap ... 9.9 eV
DFT total energy ... -9346.397 eV

Geometry (Å):
C1 -3.558 -0.213 -0.611
C2 -2.449 0.365 -0.310
C3 2.555 0.902 -0.480
C4 1.747 -0.230 0.093
N1 0.634 -0.716 -0.402
N2 2.145 -0.646 1.258
O1 -1.679 -0.199 0.641
H1 -4.322 0.024 -1.358
H2 -3.794 -1.069 0.046
H3 2.194 1.332 -1.463
H4 2.381 1.629 0.257
H5 3.693 0.917 -0.584
H6 0.428 -0.215 -1.231
H7 -0.071 -1.482 -0.055
H8 2.788 -0.115 1.791
H9 -2.063 1.318 -0.697
H10 1.538 -1.316 1.643
H11 -2.165 -0.285 1.460

***

# 3
The following is a DFT calculation (wB97M-V/def2-TZVPD) of a gas-phase ion, C4H11N2O (charge +1) at a distorted geometry.

## Properties
Max |F| ... 1.20 eV/Å
SMILES ... N[C@@H](C=O)CC[NH3+]
ΔE to the lowest compared entry with this formula, charge and spin ... 156.3 kJ/mol
Net charge ... +1
HOMO-LUMO gap ... 10.1 eV
DFT total energy ... -9347.237 eV

Geometry (Å):
N1 1.038 -0.128 -1.122
C1 0.308 1.024 -0.461
C2 -0.476 1.664 -1.589
O1 -1.562 1.251 -1.895
C3 -0.627 0.559 0.682
C4 -0.782 -0.935 0.892
N2 0.516 -1.578 1.244
H1 0.649 -0.353 -2.030
H2 2.007 0.127 -1.246
H3 1.106 1.657 -0.070
H4 -0.019 2.483 -2.163
H5 -0.339 1.025 1.638
H6 -1.615 0.943 0.501
H7 -1.508 -1.104 1.683
H8 -1.193 -1.450 0.016
H9 1.072 -1.517 0.361
H10 1.015 -1.118 2.001
H11 0.411 -2.550 1.558

***

# 4
The following is a DFT calculation (wB97M-V/def2-TZVPD) of 2 unconnected molecules or ions with the total composition C4H11N2O at a distorted geometry.

## Properties
Max |F| ... 4.53 eV/Å
ΔE to the lowest compared entry with this formula, charge and spin ... 264.2 kJ/mol
Net charge ... +1
HOMO-LUMO gap ... 8.2 eV
DFT total energy ... -9346.119 eV

Geometry (Å):
C1 3.530 -0.753 -0.231
C2 -1.384 -1.269 -0.376
C3 -2.895 0.648 0.131
C4 -0.578 0.977 0.233
N1 3.355 0.376 0.309
N2 -1.600 0.119 0.056
O1 0.648 0.688 0.139
H1 4.538 -0.941 -0.517
H2 2.640 -1.280 -0.460
H3 -1.705 -2.056 0.267
H4 -1.931 -1.310 -1.391
H5 -0.224 -1.428 -0.393
H6 -3.471 0.285 -0.783
H7 -3.360 0.319 1.133
H8 -3.150 1.744 0.247
H9 -0.913 1.943 0.606
H10 4.096 1.003 0.674
H11 2.406 0.937 0.356

***

# 5
The following is a DFT calculation (wB97M-V/def2-TZVPD) of 2 unconnected molecules or ions with the total composition C4H11N2O at a distorted geometry.

## Properties
Max |F| ... 7.24 eV/Å
2S+1 ... 3
ΔE to the lowest compared entry with this formula, charge and spin ... 170.1 kJ/mol
Net charge ... +1
HOMO-LUMO gap (spin up / spin down) ... 2.8 / 2.1 eV
⟨S²⟩ ... 2.01
DFT total energy ... -9341.262 eV

Geometry (Å):
C1 1.060 -0.317 -0.332
C2 -2.845 1.659 2.421
C3 1.991 -1.370 -0.786
C4 -2.038 1.027 1.595
N1 0.172 0.174 -1.101
N2 1.732 -1.725 -2.161
O1 -1.722 1.487 0.328
H1 -3.064 1.267 3.395
H2 -3.313 2.594 2.157
H3 1.105 -0.002 0.706
H4 3.016 -0.994 -0.668
H5 1.907 -2.199 -0.057
H6 -1.558 0.088 1.803
H7 -0.551 0.822 -0.733
H8 2.553 -2.106 -2.615
H9 0.188 -0.130 -2.078
H10 0.986 -2.408 -2.250
H11 -2.239 2.282 0.157

***

# 6
The following is a DFT calculation (wB97M-V/def2-TZVPD) of 2 unconnected molecules or ions with the total composition C4H11N2O at a distorted geometry.

## Properties
Max |F| ... 2.25 eV/Å
2S+1 ... 2
ΔE to the lowest compared entry with this formula, charge and spin ... 310.1 kJ/mol
Net charge ... +2
HOMO-LUMO gap (spin up / spin down) ... 7.8 / 4.0 eV
⟨S²⟩ ... 0.76
DFT total energy ... -9331.718 eV

Geometry (Å):
O1 -0.179 -1.130 -2.309
C1 0.275 -0.017 -2.540
C2 1.174 0.690 -1.608
N1 1.406 -0.072 -0.351
H1 -0.064 0.592 -3.410
H2 2.124 0.822 -2.160
H3 0.786 1.689 -1.375
H4 2.222 0.286 0.066
H5 0.540 -0.044 0.417
H6 1.630 -1.051 -0.612
C3 -0.666 -0.711 2.461
C4 -1.907 0.404 0.770
N2 -0.740 0.150 1.262
H7 -0.361 -1.722 2.151
H8 -1.611 -0.768 3.036
H9 0.151 -0.302 3.098
H10 -1.910 1.065 -0.097
H11 -2.870 0.119 1.202

***

# 7
The following is a DFT calculation (wB97M-V/def2-TZVPD) of 2 unconnected molecules or ions with the total composition C4H11N2O2.

## Properties
Max |F| ... 0.53 eV/Å
ΔE to the lowest compared entry with this formula, charge and spin ... 79.2 kJ/mol
Net charge ... +1
HOMO-LUMO gap ... 9.7 eV
DFT total energy ... -11395.303 eV

Geometry (Å):
N1 2.096 -2.500 -0.054
C1 1.070 -2.172 0.783
O1 -0.163 -2.213 0.199
O2 1.193 -1.846 1.933
H1 3.028 -2.457 0.323
H2 1.995 -2.417 -1.051
H3 -0.168 -2.862 -0.517
C2 -1.772 1.212 -1.324
C3 -1.057 2.054 -0.283
C4 0.311 0.918 1.399
N2 0.145 1.351 0.222
H4 -1.125 0.999 -2.174
H5 -2.136 0.280 -0.908
H6 -2.622 1.771 -1.697
H7 -0.702 2.980 -0.729
H8 -1.685 2.282 0.582
H9 1.210 0.367 1.653
H10 -0.479 1.099 2.117
H11 0.859 1.156 -0.474

***

# 8
The following is a DFT calculation (wB97M-V/def2-TZVPD) of 2 unconnected molecules or ions with the total composition C4H11N2O2 at a distorted geometry.

## Properties
Max |F| ... 6.31 eV/Å
ΔE to the lowest compared entry with this formula, charge and spin ... 200.0 kJ/mol
Net charge ... +1
HOMO-LUMO gap ... 10.7 eV
DFT total energy ... -11394.051 eV

Geometry (Å):
C1 -0.752 -1.069 0.993
C2 -1.025 2.373 -0.983
C3 0.701 -0.996 1.160
C4 0.880 -1.423 -1.091
N1 1.169 -0.986 2.369
N2 -0.926 1.212 -1.420
O1 -0.561 3.456 -1.648
O2 1.491 -1.093 0.152
H1 -1.078 -0.307 0.335
H2 -0.953 -2.007 0.507
H3 -1.224 2.584 0.045
H4 1.558 -1.449 -1.998
H5 0.195 -0.583 -1.425
H6 0.430 -2.305 -1.086
H7 0.526 -0.900 3.093
H8 2.218 -0.988 2.486
H9 -0.692 1.285 -2.432
H10 -1.312 -1.029 1.992
H11 -0.644 4.225 -1.048

***

# 9
The following is a DFT calculation (wB97M-V/def2-TZVPD) of 3 unconnected molecules or ions with the total composition C4H11N2O2 at a distorted geometry.

## Properties
Max |F| ... 6.05 eV/Å
ΔE to the lowest compared entry with this formula, charge and spin ... 83.4 kJ/mol
Net charge ... +1
HOMO-LUMO gap ... 10.2 eV
DFT total energy ... -11395.259 eV

Geometry (Å):
C1 -0.325 0.551 -2.563
C2 -0.015 -0.095 -1.308
C3 1.091 -0.997 -1.073
N1 0.959 -1.544 0.183
C4 -0.210 -1.166 0.717
N2 -0.708 -0.146 -0.067
H1 -0.185 1.628 -2.532
H2 -1.382 0.568 -2.678
H3 0.246 0.116 -3.437
H4 2.015 -1.262 -1.687
H5 1.616 -2.046 0.770
H6 -0.576 -1.376 1.757
H7 -1.543 0.394 0.122
H8 3.559 0.548 1.444
H9 2.300 1.114 2.293
O1 2.609 0.397 1.646
H10 -3.361 0.408 2.402
H11 -3.222 1.892 2.134
O2 -2.867 1.016 1.878

***

# 10
The following is a DFT calculation (wB97M-V/def2-TZVPD) of 2 unconnected molecules or ions with the total composition C4H11N2O2 at a distorted geometry.

## Properties
Max |F| ... 1.67 eV/Å
ΔE to the lowest compared entry with this formula, charge and spin ... 560.3 kJ/mol
Net charge ... +1
HOMO-LUMO gap (spin up / spin down) ... 5.9 / 9.9 eV
DFT total energy ... -11390.316 eV

Geometry (Å):
C1 -0.115 -0.500 0.789
C2 -1.098 1.202 0.147
C3 -2.203 -0.994 -0.618
C4 3.070 -0.802 -0.271
N1 -0.194 0.862 1.215
N2 -0.972 -0.225 -0.411
O1 -0.705 2.168 -0.703
O2 3.219 0.493 -0.135
H1 -0.462 -1.290 1.442
H2 -2.145 1.394 0.419
H3 -2.794 -0.540 -1.411
H4 -1.953 -2.016 -0.897
H5 -2.784 -1.013 0.302
H6 2.643 -1.133 -1.203
H7 3.395 -1.507 0.473
H8 -0.388 1.124 2.171
H9 -0.434 -0.230 -1.282
H10 0.260 2.261 -0.717
H11 3.661 0.747 0.691

***

# 11
The following is a DFT calculation (wB97M-V/def2-TZVPD) of 2 unconnected molecules or ions with the total composition C4H11N2O7 at a distorted geometry.

## Properties
Max |F| ... 5.20 eV/Å
ΔE to the lowest compared entry with this formula, charge and spin ... 0.0 kJ/mol
Net charge ... +1
HOMO-LUMO gap ... 11.7 eV
DFT total energy ... -21632.636 eV

Geometry (Å):
C1 0.472 -0.036 -1.306
C2 1.526 -0.145 -0.150
C3 -0.998 0.150 -0.840
C4 0.158 0.072 3.396
N1 0.731 1.065 -2.107
N2 -1.314 -1.100 0.032
O1 0.416 -1.325 -2.081
O2 1.670 0.934 0.586
O3 2.223 -1.115 -0.095
O4 -1.962 0.031 -1.868
O5 -1.180 1.188 -0.091
O6 -0.155 1.297 3.605
O7 -0.294 -0.655 2.462
H1 1.737 1.146 -2.174
H2 0.193 1.095 -3.063
H3 -2.346 -1.126 0.085
H4 -1.044 -1.957 -0.415
H5 1.038 -1.902 -1.637
H6 2.523 0.838 1.077
H7 0.749 -0.434 4.136
H8 -1.902 -0.559 -2.642
H9 -0.852 1.962 -0.720
H10 -0.482 1.775 2.819
H11 -0.905 -1.197 0.992

***

# 12
The following is a DFT calculation (wB97M-V/def2-TZVPD) of a gas-phase ion, C4H11N2OS (charge +1) at a distorted geometry.

## Properties
Max |F| ... 3.67 eV/Å
SMILES ... [NH3+]CC(=O)NCCS
ΔE to the lowest compared entry with this formula, charge and spin ... 95.8 kJ/mol
Net charge ... +1
HOMO-LUMO gap ... 9.0 eV
DFT total energy ... -20182.680 eV

Geometry (Å):
N1 -2.796 0.731 0.512
C1 -1.498 0.273 -0.171
C2 -0.658 -0.242 0.994
O1 -1.122 -0.064 2.112
N2 0.536 -0.800 0.768
C3 1.081 -0.848 -0.569
C4 2.021 0.310 -0.908
S1 3.398 0.597 0.211
H1 -2.577 0.625 1.537
H2 -3.502 0.002 0.339
H3 -3.127 1.634 0.175
H4 -1.243 1.145 -0.769
H5 -1.757 -0.511 -0.882
H6 1.138 -0.824 1.573
H7 0.426 -1.272 -1.322
H8 1.831 -1.662 -0.545
H9 1.434 1.238 -1.027
H10 2.418 0.256 -1.923
H11 3.997 -0.588 -0.107

***

# 13
The following is a DFT calculation (wB97M-V/def2-TZVPD) of 2 unconnected molecules or ions with the total composition C4H11N2S at a distorted geometry.

## Properties
Max |F| ... 5.77 eV/Å
ΔE to the lowest compared entry with this formula, charge and spin ... 634.0 kJ/mol
Net charge ... +1
HOMO-LUMO gap (spin up / spin down) ... 6.7 / 7.1 eV
DFT total energy ... -18128.949 eV

Geometry (Å):
C1 -0.631 1.113 0.384
C2 -1.863 -1.174 0.804
C3 2.483 1.124 -0.486
C4 0.002 -0.119 -0.196
N1 -0.346 -2.392 -0.294
N2 -0.704 -1.282 0.078
S1 1.782 -0.483 -0.152
H1 -0.518 1.116 1.431
H2 -0.070 2.060 0.133
H3 -1.647 1.219 -0.036
H4 -1.848 -0.350 1.606
H5 -2.167 -2.109 1.119
H6 -2.791 -0.825 0.259
H7 3.515 1.042 -0.732
H8 2.469 1.692 0.490
H9 2.223 1.829 -1.287
H10 -0.181 0.000 -2.089
H11 0.289 -2.458 -1.030